3 unconnected molecules or ions with the total composition C8H14N2OS. Source: the Open Molecules 2025 dataset; level of theory: ωB97M-V with the def2-TZVPD basis set.

HOMO-LUMO gap   8.58 eV
E_HOMO   -0.298 Eh
Calculated total energy   -896.0640 hartree
Molar mass   186.3 g/mol
Net charge   0
LUMO   0.0175 hartree

Positions of all 26 atoms, in Å:
C1 -2.04 1.53 4.02
S1 -3.27 0.25 4.41
O1 -3.45 -0.60 3.18
C2 -2.25 -0.73 5.73
H1 -1.06 1.05 4.11
H2 -1.99 2.29 4.80
H3 -2.05 2.05 3.06
H4 -1.17 -0.85 5.68
H5 -2.63 -1.74 5.87
H6 -2.35 -0.24 6.70
C3 0.39 4.37 -3.46
C4 1.44 5.36 -3.25
N1 2.30 6.18 -3.15
H7 0.39 4.14 -4.53
H8 -0.53 4.70 -2.98
H9 0.78 3.50 -2.94
N2 2.13 -2.61 -3.68
C5 0.85 -2.51 -3.17
C6 0.77 -3.39 -2.07
C7 2.07 -3.88 -1.77
C8 2.89 -3.40 -2.84
H10 2.40 -2.14 -4.53
H11 0.19 -1.79 -3.64
H12 -0.07 -3.51 -1.41
H13 2.34 -4.59 -1.00
H14 3.92 -3.45 -3.13

=====

2 unconnected molecules or ions with the total composition C8H14N3O2S. Source: the Open Molecules 2025 dataset; level of theory: ωB97M-V with the def2-TZVPD basis set.

HOMO-LUMO gap   4.79 eV
E_HOMO   -0.064 Eh
Calculated total energy   -1026.0872 hartree
Molar mass   216.3 g/mol
Net charge   -1
LUMO   0.1116 hartree

Positions of all 28 atoms, in Å:
N1 0.08 -1.54 2.69
C1 -1.33 -1.74 2.60
C2 -1.76 -3.02 1.82
S1 -2.79 -2.69 0.32
C3 -1.50 -2.50 -0.83
N2 -0.83 -3.39 -1.48
N3 0.14 -2.71 -2.22
C4 -0.03 -1.46 -1.93
O1 -1.05 -1.24 -1.09
H1 0.49 -2.41 3.02
H2 -1.77 -0.87 2.09
H3 -1.86 -1.81 3.59
H4 -2.36 -3.72 2.42
H5 -0.86 -3.52 1.45
H6 0.54 -0.61 -2.27
C5 0.33 3.25 -0.85
C6 1.47 3.00 0.14
C7 1.89 1.58 -0.22
O2 1.64 1.45 -1.63
C8 0.85 2.54 -2.10
H7 0.12 4.30 -1.02
H8 -0.58 2.77 -0.49
H9 2.29 3.70 -0.04
H10 1.17 3.09 1.18
H11 1.29 0.84 0.32
H12 2.94 1.38 -0.03
H13 1.47 3.20 -2.70
H14 0.04 2.15 -2.72

=====

A molecular structure, C8H14N3O3. Source: the Open Molecules 2025 dataset; level of theory: ωB97M-V with the def2-TZVPD basis set.

HOMO-LUMO gap   8.38 eV
E_HOMO   -0.479 Eh
Calculated total energy   -702.8754 hartree
Molar mass   200.2 g/mol
Net charge   +1
LUMO   -0.1706 hartree

Positions of all 28 atoms, in Å:
C1 1.42 -1.75 0.02
C2 1.45 0.05 -0.61
C3 -1.14 -1.81 0.73
C4 -1.84 -0.75 -1.54
C5 -1.77 -0.55 0.02
C6 0.01 0.53 -0.89
C7 -0.55 1.17 1.51
C8 2.68 1.84 0.34
N1 0.29 -2.22 0.38
N2 -0.88 0.59 0.11
N3 -0.58 -0.11 -1.97
O1 2.53 -2.14 -0.07
O2 2.25 0.08 -1.72
O3 2.00 0.64 0.52
H1 -1.34 -1.97 1.77
H2 -1.75 -2.63 0.38
H3 -2.02 -1.78 -1.99
H4 -2.60 -0.16 -1.95
H5 -2.80 -0.24 0.35
H6 -1.45 1.27 2.11
H7 0.21 0.58 2.07
H8 -0.09 2.17 1.31
H9 2.07 2.47 -0.15
H10 3.65 1.62 -0.21
H11 3.10 2.08 1.28
H12 0.25 -3.24 0.62
H13 3.04 -0.45 -1.50
H14 -0.23 -0.27 -2.90

=====

2 unconnected molecules or ions with the total composition C8H14NO. Source: the Open Molecules 2025 dataset; level of theory: ωB97M-V with the def2-TZVPD basis set.

HOMO-LUMO gap   8.84 eV
E_HOMO   -0.447 Eh
Calculated total energy   -442.9351 hartree
Molar mass   140.2 g/mol
Net charge   +1
LUMO   -0.1223 hartree

Positions of all 24 atoms, in Å:
C1 2.74 -1.11 -0.42
C2 -1.50 -1.17 -0.04
C3 -0.90 -0.80 -1.25
C4 -0.74 -1.44 1.11
C5 0.48 -0.70 -1.31
C6 0.66 -1.27 0.99
C7 1.27 -0.93 -0.21
O1 -2.82 -1.10 0.03
H1 -3.34 -1.98 -0.01
H2 -1.58 -0.39 -2.01
H3 -1.40 -1.86 1.97
H4 0.88 -0.33 -2.32
H5 1.38 -1.62 1.70
H6 3.18 -0.53 -1.24
H7 2.84 -2.20 -0.88
H8 3.38 -1.27 0.51
C8 0.00 2.54 0.82
N1 -1.22 2.13 0.10
H9 -0.96 1.92 -0.86
H10 -1.57 1.25 0.47
H11 -1.88 2.86 -0.09
H12 0.69 1.66 1.08
H13 -0.24 3.23 1.69
H14 0.68 3.14 0.17

=====

2 unconnected molecules or ions with the total composition C8H14NO. Source: the Open Molecules 2025 dataset; level of theory: ωB97M-V with the def2-TZVPD basis set.

⟨S²⟩   0.765
HOMO-LUMO gap (alpha / beta)   10.14 / 7.28 eV
E_HOMO (alpha / beta)   -0.649 / -0.678 Eh
Calculated total energy   -442.5330 hartree
Molar mass   140.2 g/mol
Net charge   +2
LUMO (alpha / beta)   -0.2767 / -0.4102 hartree
Multiplicity   2

Positions of all 24 atoms, in Å:
C1 3.29 -2.02 0.89
N1 1.92 -1.39 0.82
H1 1.23 -1.90 1.37
H2 2.01 -0.41 0.95
H3 1.62 -1.55 -0.14
H4 3.63 -2.20 1.90
H5 4.06 -1.37 0.48
H6 3.25 -3.00 0.43
C2 -0.52 1.08 -3.04
C3 -0.97 0.24 1.10
C4 0.08 1.10 0.63
C5 -1.91 -0.29 0.19
C6 0.09 1.49 -0.67
C7 -1.88 0.07 -1.13
C8 -0.79 0.84 -1.62
O1 -0.98 -0.13 2.37
H7 -1.00 0.63 2.97
H8 0.86 1.40 1.31
H9 -2.70 -0.98 0.43
H10 0.83 2.17 -1.08
H11 -2.60 -0.30 -1.85
H12 -0.30 2.14 -3.25
H13 -1.33 1.03 -3.76
H14 0.40 0.60 -3.40

=====

A gas-phase ion, C8H14NO3 (charge +1). Source: the Open Molecules 2025 dataset; level of theory: ωB97M-V with the def2-TZVPD basis set.

HOMO-LUMO gap   9.07 eV
E_HOMO   -0.455 Eh
Calculated total energy   -593.3710 hartree
Molar mass   172.2 g/mol
Net charge   +1
LUMO   -0.1213 hartree

Positions of all 26 atoms, in Å:
C1 0.50 -2.43 -0.05
N1 -0.26 -1.23 -0.05
C2 -0.84 -0.97 1.22
C3 0.47 -0.06 -0.59
O1 1.36 -0.45 -1.60
C4 1.15 0.75 0.55
O2 2.42 0.31 0.81
C5 0.64 1.88 1.04
C6 -0.73 2.19 0.78
C7 -1.42 1.74 -0.26
C8 -0.64 0.87 -1.29
O3 -1.50 0.01 -1.94
H1 1.40 -2.29 0.44
H2 -0.04 -3.32 0.17
H3 0.85 -2.74 -1.00
H4 -0.94 -1.37 -0.83
H5 -1.73 -1.63 1.39
H6 -0.26 -1.06 2.07
H7 -1.15 0.10 1.24
H8 2.16 -0.32 -1.20
H9 2.88 0.85 1.41
H10 1.13 2.39 1.76
H11 -1.12 3.06 1.34
H12 -2.36 2.04 -0.42
H13 -0.21 1.47 -2.11
H14 -1.76 0.19 -2.90

=====

> Which value of calculated total energy does entry 5 give?

-442.5330 hartree

=====

> Which of these has the highest net charge?

number 5

=====

> The lowest calculated total energy belongs to which entry?

C8H14N3O2S

=====

> Which formula does entry 3 have?

C8H14N3O3